1.
Formula: C5H13NO
Source: the Open Molecules 2025 dataset
Level of theory: wB97M-V/def2-TZVPD

Computed properties:
- Structure (SMILES): CC/C=C(/C)N.O
- Energy above the lowest of the compared OMol25 structures with the same formula, charge and spin: 219.1 kJ/mol
- E: -8931.740 eV
- Gap between HOMO and LUMO: 0.308 Eh
- E_LUMO: 0.97 eV

```
20
Properties=species:S:1:pos:R:3:forces:R:3
O 1.8784 -5.8069 1.8324 0.32 0.39 0.29
N -1.7322 2.5257 -0.5954 -1.83 -0.30 -0.38
C -0.4651 0.1775 0.8286 0.37 0.56 0.29
C -0.1115 2.3164 -2.4083 -0.75 1.01 -1.10
C 0.0842 1.0131 -0.3247 -1.56 -1.29 0.79
C -0.7271 1.7475 -1.1336 3.71 1.85 0.74
C 0.2386 -1.2065 1.0108 -0.78 0.89 -0.39
H -1.5445 0.0681 0.7386 -0.05 -0.09 -0.18
H 0.8084 2.9200 -2.3238 -0.20 -0.41 0.62
H 1.1753 -1.0351 1.5367 0.05 -0.37 0.08
H 0.0665 1.6307 -3.2341 0.06 -0.56 0.37
H 0.4359 -1.6624 0.0433 0.14 0.03 -0.12
H 2.3962 -5.1017 2.2525 -0.24 -0.18 -0.30
H -2.2730 3.1418 -1.1691 -0.06 -0.27 -0.57
H 1.9279 -6.5187 2.4745 -0.08 -0.20 0.01
H -0.3096 0.7553 1.7447 -0.07 -0.15 0.37
H -0.4289 -1.8967 1.5394 0.37 0.18 0.21
H -1.7694 2.8576 0.3470 0.54 -0.60 0.39
H -0.8183 3.0307 -2.8626 0.02 -0.08 0.18
H 1.1683 1.0435 -0.2971 0.03 -0.39 -1.29
```
Forces are in eV/Å.

2.
Formula: C5H13NO
Source: the Open Molecules 2025 dataset
Level of theory: wB97M-V/def2-TZVPD

Computed properties:
- Structure (SMILES): CC(N)=O.CCC
- Energy above the lowest of the compared OMol25 structures with the same formula, charge and spin: 52.1 kJ/mol
- E: -8933.471 eV
- Gap between HOMO and LUMO: 0.391 Eh
- E_LUMO: 0.84 eV

```
20
Properties=species:S:1:pos:R:3:forces:R:3
O -2.6241 0.3608 0.8483 -0.10 -0.03 0.11
N -0.6400 -0.1794 1.7501 0.11 -0.07 0.45
C -2.3516 -1.9163 1.5477 0.39 0.73 0.99
C -1.9215 -0.4685 1.3910 0.38 -0.09 -0.76
C 0.9324 -0.1627 -1.9496 0.18 0.33 0.15
C 1.9293 1.9339 -0.9999 0.99 0.07 -1.19
C 1.3040 0.5847 -0.6532 -0.63 -0.26 -0.50
H -1.7391 -2.4222 2.2949 -0.01 -0.09 -0.01
H -3.3680 -1.8572 1.9184 -0.27 -0.45 -0.32
H 2.1559 1.9258 -2.0754 -0.30 0.02 -0.02
H 0.1406 0.4277 -2.4063 -0.24 -0.32 -0.26
H 2.9337 2.1716 -0.6414 -0.29 -0.13 0.81
H -2.2298 -2.4330 0.6041 -0.32 -0.01 -0.19
H 1.8066 -0.1040 0.0236 0.66 0.38 0.03
H 0.3600 0.7856 -0.1643 -0.10 0.01 -0.05
H 1.7511 -0.1828 -2.6720 0.16 -0.01 0.17
H -0.0781 -0.7664 2.3361 -0.09 -0.25 -0.05
H -0.2484 0.7129 1.5090 -0.28 0.13 0.21
H 0.6253 -1.1948 -1.7851 -0.26 0.08 0.06
H 1.2616 2.7843 -0.8761 0.03 -0.05 0.38
```
Forces are in eV/Å.

The highest E_LUMO belongs to which entry?
number 1